one.
C22H22Cl6N4 | wB97M-V/def2-TZVPD

## Properties
HOMO energy: -9.60 eV
SMILES string: ClC(Cl)Cl.ClC(Cl)Cl.c1ccncc1.c1ccncc1.c1ccncc1.c1ccncc1
Kohn-Sham gap: 9.91 eV
lowest unoccupied orbital energy: 0.31 eV

The geometry in ORCA input format:
```
! RIJCOSX wB97M-V def2-TZVPD def2/J DEFGRID3
* xyz 0 1
Cl -2.1888 5.8612 -6.4552
C -2.9859 4.7587 -5.3635
Cl -2.8500 3.1261 -6.0467
Cl -4.6649 5.2659 -5.0753
H -2.5057 4.7078 -4.3863
Cl -2.0530 -4.2431 -7.3906
C -2.3021 -2.5195 -7.6255
Cl -3.5803 -2.3520 -8.7588
Cl -0.7875 -1.7103 -8.1638
H -2.6429 -1.9841 -6.7393
C -1.3010 -2.5079 7.3214
C -2.5949 -2.0023 7.4663
C -3.3241 -2.3494 8.5761
N -2.8038 -3.0615 9.6003
C -1.5153 -3.4853 9.4721
C -0.7458 -3.2898 8.3364
H -0.7308 -2.3950 6.4112
H -3.0872 -1.3612 6.7500
H -4.3511 -2.0812 8.7753
H -1.1071 -4.1379 10.2296
H 0.2801 -3.6065 8.2199
C 1.0436 0.2690 -0.2753
C 1.1555 0.9467 -1.4923
C 0.3870 0.4163 -2.5652
N -0.4042 -0.7025 -2.4654
C -0.5133 -1.2722 -1.2234
C 0.2111 -0.7798 -0.1289
H 1.5421 0.6302 0.6120
H 1.8459 1.7721 -1.5841
H 0.6006 0.9072 -3.5032
H -1.0899 -2.1803 -1.1263
H 0.2058 -1.3042 0.8153
C 0.1767 9.3618 0.1457
C 1.1980 8.4605 -0.0653
C 1.3104 7.8766 -1.3425
N 0.5560 8.3003 -2.4203
C -0.4323 9.1907 -2.1665
C -0.6689 9.6840 -0.8968
H -0.1111 9.6553 1.1444
H 1.8471 8.0459 0.6918
H 2.0781 7.1334 -1.4994
H -1.1458 9.3928 -2.9517
H -1.4860 10.3563 -0.6809
C 2.7054 -6.4395 0.4823
C 3.1171 -7.7062 0.7169
C 4.1343 -8.3733 -0.0541
N 4.7933 -7.6939 -1.0456
C 4.3868 -6.4043 -1.3078
C 3.2943 -5.8062 -0.6388
H 1.9179 -5.9818 1.0627
H 2.7310 -8.2345 1.5761
H 4.5087 -9.3664 0.1458
H 4.9557 -5.9496 -2.1053
H 2.9911 -4.8374 -1.0074
*
```

---

two.
C22H22Cl6N4 | wB97M-V/def2-TZVPD

## Properties
HOMO energy: -9.53 eV
SMILES string: ClC(Cl)Cl.ClC(Cl)Cl.c1ccncc1.c1ccncc1.c1ccncc1.c1ccncc1
Kohn-Sham gap: 10.07 eV
lowest unoccupied orbital energy: 0.54 eV

The geometry in ORCA input format:
```
! RIJCOSX wB97M-V def2-TZVPD def2/J DEFGRID3
* xyz 0 1
Cl -6.0435 3.4987 0.2316
C -4.8545 2.7766 -0.8373
Cl -4.8835 3.5183 -2.4503
Cl -5.1306 1.0346 -0.9881
H -3.8584 2.9450 -0.4536
Cl 0.2037 -0.3851 -2.2474
C -1.1618 0.1640 -1.2843
Cl -1.7214 1.7396 -1.8611
Cl -0.7241 0.2411 0.4192
H -1.9980 -0.5165 -1.4074
C 2.2790 0.4852 2.7515
C 2.6141 1.0928 1.5573
C 3.6372 2.0348 1.5882
N 4.3174 2.3472 2.6784
C 3.9917 1.7437 3.8200
C 3.0010 0.7920 3.8989
H 1.5013 -0.2690 2.8084
H 2.1103 0.8270 0.6391
H 3.8795 2.5232 0.6477
H 4.5955 2.0481 4.6670
H 2.7357 0.2362 4.7904
C 0.0554 -0.6943 6.2043
C -0.5402 -0.1152 5.0999
C -0.8100 -0.9127 3.9895
N -0.6718 -2.2269 3.9975
C -0.0868 -2.7707 5.0584
C 0.2956 -2.0512 6.1851
H 0.2912 -0.0981 7.0774
H -0.7486 0.9461 5.0657
H -1.3114 -0.4461 3.1465
H -0.0156 -3.8530 5.0378
H 0.7003 -2.6125 7.0164
C -3.6876 -4.5516 -2.2677
C -2.7113 -3.9357 -3.0295
C -2.7244 -2.5504 -3.0874
N -3.4814 -1.7950 -2.2972
C -4.3736 -2.3961 -1.5275
C -4.5589 -3.7697 -1.5412
H -3.7014 -5.6296 -2.1616
H -1.9795 -4.4878 -3.6015
H -2.0191 -2.0159 -3.7169
H -4.8787 -1.8219 -0.7581
H -5.3118 -4.2145 -0.9035
C 2.9263 3.0044 -5.2915
C 4.2759 3.0309 -4.9822
C 4.8119 1.9546 -4.2766
N 4.1172 0.8750 -3.9772
C 2.8215 0.8720 -4.2457
C 2.1779 1.9152 -4.9063
H 2.5022 3.8031 -5.8888
H 4.9128 3.8493 -5.2896
H 5.8664 1.9815 -4.0207
H 2.2514 -0.0081 -3.9750
H 1.1157 1.8474 -5.1009
*
```

---

Which is the most stable structure? two is the most stable.

---

one.
Cl2HN3 | wB97M-V/def2-TZVPD

## Properties
HOMO energy (spin up / spin down): -8.11 / -7.60 eV
Kohn-Sham gap (spin up / spin down): 6.64 / 5.66 eV
lowest unoccupied orbital energy (spin up / spin down): -1.47 / -1.95 eV

The geometry in ORCA input format:
```
! RIJCOSX wB97M-V def2-TZVPD def2/J DEFGRID3
* xyz 0 1
N 0.9528 -0.0990 -0.2313
N 1.3112 0.5422 -1.0419
N -1.9400 -0.3769 -1.8032
Cl -1.3436 -1.8521 -2.4028
Cl -1.7920 -0.2273 -0.0803
H -0.1200 -0.5081 -0.1470
*
```

---

two.
Cl2HN3 | wB97M-V/def2-TZVPD

## Properties
HOMO energy: -10.18 eV
SMILES string: Cl/N=N/NCl
Kohn-Sham gap: 9.75 eV
lowest unoccupied orbital energy: -0.44 eV

The geometry in ORCA input format:
```
! RIJCOSX wB97M-V def2-TZVPD def2/J DEFGRID3
* xyz 0 1
Cl -2.9175 0.2653 -0.1666
N -1.1375 0.6363 -0.0763
N -0.4075 -0.3250 0.0135
N 0.9944 -0.1003 0.3168
Cl 2.0537 -1.3224 -0.2090
H 1.4144 0.8462 0.1216
*
```

---

Which is the most stable structure? two is the most stable.